1.
Entry from the OMol25 dataset: Cl2F2H2N3O2PS2 as an isolated structure (ωB97M-V/def2-TZVPD).

XYZ file:
```
14
Properties=species:S:1:pos:R:3:nbo_charge:R:1
N 1.10914 -1.98960 -0.94109 -1.259
N -0.09497 -0.88447 1.09619 -1.185
N 0.15608 0.32683 -1.25294 -1.077
O 2.09480 -0.41385 -2.71995 -0.693
O -1.78790 0.93630 0.46094 -0.680
F 2.34033 0.05306 -0.29113 -0.439
F -1.71140 -1.25976 -0.68793 -0.390
P 0.84669 -2.30541 0.61275 1.685
S 1.50848 -0.60635 -1.48612 2.476
S -0.96591 -0.08423 0.02300 2.457
Cl -0.25688 -3.86081 0.74745 0.046
Cl 2.38942 -2.28148 1.76950 0.032
H -0.19046 -0.63619 2.08038 0.515
H -0.05169 1.12196 -1.85263 0.511
```

Summary:
ΔE to the lowest compared entry with this formula, charge and spin = 0.0 kcal per mole
total charge = +2
HOMO level = -20.92 eV
LUMO level = -9.27 eV
gap between HOMO and LUMO = 11.7 eV

=====

2.
Entry from the OMol25 dataset: Cl2H10N2O2Ti as an isolated structure (ωB97M-V/def2-TZVPD).

XYZ file:
```
17
Properties=species:S:1:pos:R:3:nbo_charge:R:1
Ti 0.19277 1.88177 -0.25559 1.348
N 0.75366 -0.85595 2.15270 -1.277
H 1.66473 -1.01673 2.62070 0.350
H 0.98271 -0.38915 1.18522 0.445
H 0.20221 -0.15728 2.68483 0.437
H 0.11193 -1.67462 1.94189 0.204
N -0.85932 -1.09976 -1.33878 -1.048
H -1.34447 -0.10273 -1.38708 0.462
H -0.65437 -1.46602 -2.26333 0.399
H -1.21943 -1.76793 -0.64688 0.344
H 0.08461 -0.81684 -0.90798 0.455
Cl 1.31754 2.84969 -2.58793 -0.817
Cl -0.53028 2.07092 2.26005 -0.789
O -1.70522 1.36120 -1.22685 -1.214
H -2.54761 1.29311 -1.66246 0.469
O 1.31300 0.04779 -0.35061 -1.245
H 2.23755 -0.15747 -0.21789 0.475
```

Summary:
multiplicity = 4
total charge = -1
HOMO level (alpha / beta) = -0.73 / -5.56 eV
LUMO level (alpha / beta) = 3.09 / 3.03 eV
gap between HOMO and LUMO (alpha / beta) = 3.8 / 8.6 eV

=====

3.
Entry from the OMol25 dataset: one molecule with the formula Cl2H2NO2P (ωB97M-V/def2-TZVPD).

XYZ file:
```
8
Properties=species:S:1:pos:R:3:nbo_charge:R:1
N -0.90641 -0.70041 0.68371 -1.210
P -0.37786 0.68581 -0.00857 1.526
O 1.59968 0.33321 0.14204 -0.828
Cl 2.23056 0.62555 1.61277 0.193
O -0.30582 0.11486 -1.52159 -0.817
Cl 0.43481 1.04046 -2.79332 0.299
H -1.60274 -1.25046 0.22530 0.414
H -1.07223 -0.84901 1.65966 0.423
```

Summary:
ΔE to the lowest compared entry with this formula, charge and spin = 96.1 kcal per mole
structure (SMILES) = NP(OCl)OCl
total charge = 0
HOMO level = -9.19 eV
LUMO level = -1.10 eV
gap between HOMO and LUMO = 8.1 eV